One molecule with the formula CH3N3O2 in a non-equilibrium geometry. Source: OMol25; level of theory: wB97M-V/def2-TZVPD.

Its spin multiplicity is 1. The HOMO energy comes out at -9.47 eV. The calculation puts the relative energy (zero: lowest compared OMol25 entry of this formula, charge and spin) at 145.2 kcal per mole. The calculated total energy is -9645.13269 eV. The net charge is 0.

Last column: Löwdin charge in e.
CARTESIAN COORDINATES (ANGSTROEM)
C (0.524, 0.589, -0.269)  -0.03
N (-0.361, -1.442, 0.760)  0.02
N (-0.778, -0.479, 0.214)  -0.02
N (1.823, -0.115, -0.090)  -0.45
O (1.969, -0.517, 1.025)  0.07
O (2.529, -0.075, -1.097)  0.05
H (0.337, 0.699, -1.353)  0.11
H (0.408, 1.483, 0.511)  0.16
H (-1.186, -2.091, 0.734)  0.10

A 2-piece molecular cluster, CH3N3O2Si overall in a non-equilibrium geometry. Source: OMol25; level of theory: wB97M-V/def2-TZVPD.

Its spin multiplicity is 1. The HOMO energy comes out at -10.11 eV. The calculation puts the relative energy (zero: lowest compared OMol25 entry of this formula, charge and spin) at 60.6 kcal per mole. The calculated total energy is -17523.99322 eV. The net charge is 0.

Last column: Löwdin charge in e.
CARTESIAN COORDINATES (ANGSTROEM)
C (-0.536, 1.135, -2.403)  -0.35
N (-0.322, 1.826, -3.274)  0.09
N (-0.616, 0.952, 0.488)  -0.19
N (1.082, -1.638, 1.282)  -0.16
O (1.769, -2.515, 1.781)  -0.02
O (0.669, -0.668, 2.142)  -0.09
Si (-0.787, 0.120, -0.878)  0.69
H (0.098, 0.101, 1.642)  0.03
H (0.126, 1.683, 0.617)  0.04
H (-1.483, -0.995, -1.399)  -0.05